Entry 1:
The following is a DFT calculation (ωB97M-V/def2-TZVPD) of a gas-phase ion, C2H2F2P (charge +1) in a non-equilibrium geometry.

Results
E_LUMO ... -7.9 eV
Energy above the lowest of the compared OMol25 structures with the same formula, charge and spin ... 2.0579 eV
Maximum force ... 5.418 eV Å⁻¹

```
! RIJCOSX wB97M-V def2-TZVPD def2/J DEFGRID3
* xyz 1 1
C -0.688 0.488 -0.504
C -1.240 -0.147 0.408
F 1.762 0.828 0.903
F 1.411 -1.648 -0.067
P 1.479 0.254 -0.513
H -1.023 0.781 -1.521
H -1.699 -0.556 1.295
*
```

Want to see where the charge sits? The Mulliken charges in e are:
1. C -0.38
2. C 0.11
3. F -0.08
4. F -0.36
5. P 0.87
6. H 0.43
7. H 0.41

=====

Entry 2:
The following is a DFT calculation (ωB97M-V/def2-TZVPD) of a single C2H2F2S molecule in a non-equilibrium geometry.

Results
E_LUMO ... -1.0 eV
Energy above the lowest of the compared OMol25 structures with the same formula, charge and spin ... 1.5610 eV
SMILES string ... FC(F)C=S
Maximum force ... 6.933 eV Å⁻¹

```
! RIJCOSX wB97M-V def2-TZVPD def2/J DEFGRID3
* xyz 0 1
F 0.356 1.627 1.268
C -0.131 0.449 0.897
F -1.175 0.803 0.042
C 0.546 -0.434 0.013
S 0.250 -1.361 -1.212
H -0.616 0.100 1.906
H 1.491 -0.277 0.248
*
```

Want to see where the charge sits? The Mulliken charges in e are:
1. F -0.22
2. C 0.51
3. F -0.25
4. C -0.35
5. S -0.20
6. H 0.17
7. H 0.34

=====

Entry 3:
The following is a DFT calculation (ωB97M-V/def2-TZVPD) of a single C2H2F2S2 molecule in a non-equilibrium geometry.

Results
E_LUMO ... -1.1 eV
Energy above the lowest of the compared OMol25 structures with the same formula, charge and spin ... 0.9180 eV
SMILES string ... FC(=S)[C@@H](F)S
Maximum force ... 4.530 eV Å⁻¹

```
! RIJCOSX wB97M-V def2-TZVPD def2/J DEFGRID3
* xyz 0 1
F -1.729 -0.997 -0.260
C -1.125 0.177 0.154
S -1.996 1.516 0.090
C 0.282 0.099 0.353
F 0.513 -1.130 0.884
S 1.128 0.075 -1.323
H 0.624 0.846 0.939
H 2.304 -0.587 -0.836
*
```

Want to see where the charge sits? The Mulliken charges in e are:
1. F -0.18
2. C 0.15
3. S -0.19
4. C 0.13
5. F -0.23
6. S -0.20
7. H 0.35
8. H 0.17

=====

Entry 4:
The following is a DFT calculation (ωB97M-V/def2-TZVPD) of 2 unconnected molecules or ions with the total composition C2H2F3I in a non-equilibrium geometry.

Results
E_LUMO (alpha / beta) ... 0.3 / -2.5 eV
Energy above the lowest of the compared OMol25 structures with the same formula, charge and spin ... 0.0361 eV
Expectation value of S² ... 2.008
Maximum force ... 2.722 eV Å⁻¹

```
! RIJCOSX wB97M-V def2-TZVPD def2/J DEFGRID3
* xyz 0 3
C 1.463 0.630 -0.301
C -2.038 -1.309 -0.193
F 0.336 1.315 -0.143
F 1.849 0.116 0.897
F -1.839 -2.164 0.822
I -3.304 0.230 0.494
H 1.233 -0.239 -0.938
H 2.299 1.421 -0.638
*
```

Want to see where the charge sits? The Mulliken charges in e are:
1. C 0.15
2. C -0.02
3. F -0.19
4. F -0.23
5. F -0.13
6. I 0.14
7. H 0.12
8. H 0.15

=====

Q: Among the records above, which one has the lowest energy above the lowest of the compared OMol25 structures with the same formula, charge and spin?
A: C2H2F3I